Below is a molecular structure, C41H41BN12O2S4SiTi, with properties calculated with the ωB97M-V functional and the def2-TZVPD basis.

**E**: -140170.573 eV
**Gap between HOMO and LUMO (spin up / spin down)**: 7.664 / 5.742 eV
**Net charge**: +1
**Spin multiplicity**: 2
**<S²>**: 0.79

Each line ends with the Löwdin charge.
Cartesian coordinates (Å):
Ti (0.25390, -0.59495, -0.06742)  1.10
C (2.45996, -4.56823, -0.06854)  -0.01
C (1.54023, -3.64738, -0.56714)  -0.17
N (1.57041, -2.51674, 0.12879)  -0.01
N (2.49508, -2.69734, 1.09611)  0.03
C (3.04844, -3.91792, 0.99276)  -0.03
B (2.63558, -1.65988, 2.22011)  -0.64
N (3.03244, -0.33215, 1.54867)  0.04
C (4.05813, 0.50647, 1.74471)  -0.04
C (3.94523, 1.55450, 0.85121)  -0.01
C (2.79647, 1.27390, 0.12848)  -0.12
N (2.24225, 0.12713, 0.53784)  -0.02
N (1.22110, -1.50301, 2.85931)  0.03
C (0.88612, -1.53765, 4.16107)  -0.05
C (-0.48662, -1.62998, 4.25565)  -0.02
C (-0.91979, -1.63938, 2.93153)  -0.17
N (0.10666, -1.53537, 2.09326)  -0.03
N (3.60109, -2.15756, 3.27624)  -0.02
C (3.42496, -3.26629, 4.04527)  -0.12
C (4.55817, -3.45071, 4.79058)  -0.05
C (5.39869, -2.38860, 4.40424)  -0.14
N (4.82683, -1.62267, 3.49668)  0.07
H (2.67071, -5.55680, -0.43474)  0.11
H (0.85891, -3.76613, -1.38406)  0.05
H (3.82101, -4.23294, 1.67264)  0.13
H (4.79420, 0.27472, 2.49450)  0.11
H (4.60531, 2.39551, 0.73847)  0.11
H (2.34066, 1.84947, -0.65158)  0.09
H (1.64407, -1.53393, 4.92508)  0.13
H (-1.07994, -1.71052, 5.14896)  0.10
H (-1.92569, -1.71589, 2.55463)  0.08
H (2.51475, -3.84196, 3.99732)  0.13
H (4.75367, -4.23099, 5.50439)  0.10
H (6.39211, -2.15383, 4.75075)  0.11
N (-3.54543, -2.79667, -1.68536)  0.11
C (-2.74689, -2.35617, -0.69382)  -0.87
S (-1.76878, -3.38498, 0.20964)  0.86
N (-2.92610, -1.07762, -0.35702)  0.06
N (-1.95545, -0.43127, 0.34363)  -0.01
C (-2.44434, 0.51160, 1.09568)  -0.15
C (-3.90051, 0.78427, 1.18359)  -0.21
C (-4.64739, 0.20872, 2.20371)  -0.03
C (-6.00630, 0.47686, 2.29635)  -0.06
C (-6.60837, 1.32722, 1.38116)  -0.07
C (-5.85307, 1.91269, 0.37295)  -0.05
C (-4.49849, 1.64217, 0.26858)  -0.01
C (-1.53198, 1.29353, 1.93600)  -0.24
C (-2.02078, 2.20959, 2.85648)  0.01
C (-1.11760, 2.86664, 3.68069)  -0.03
C (0.22612, 2.59259, 3.54024)  -0.02
C (0.63009, 1.67813, 2.57006)  -0.10
N (-0.22507, 1.03855, 1.78863)  0.07
H (-3.67480, -3.78630, -1.80315)  0.10
H (-4.22533, -2.16224, -2.07190)  0.11
H (-4.17200, -0.44358, 2.92738)  0.12
H (-6.59180, 0.02194, 3.08392)  0.11
H (-7.66661, 1.53875, 1.45517)  0.11
H (-6.31967, 2.58558, -0.33447)  0.11
H (-3.90682, 2.09312, -0.51884)  0.09
H (-3.08196, 2.39606, 2.93152)  0.13
H (-1.46751, 3.57746, 4.41702)  0.12
H (0.97053, 3.07646, 4.15685)  0.12
H (1.67980, 1.46217, 2.43274)  0.10
C (2.13536, -2.34224, -3.32651)  -0.15
Si (0.28478, -2.04949, -3.18685)  0.37
C (-0.67485, -3.64408, -3.40383)  -0.16
C (-0.27976, -0.99146, -4.61993)  -0.17
O (-0.04751, -1.44577, -1.64225)  -0.43
H (2.51853, -1.86072, -4.22745)  0.03
H (2.35808, -3.40860, -3.40105)  0.04
H (2.69641, -1.96011, -2.47241)  0.03
H (-0.43561, -4.03596, -4.39730)  0.05
H (-1.74299, -3.42357, -3.39943)  0.01
H (-0.49220, -4.44362, -2.68724)  0.02
H (0.40327, -1.18548, -5.45120)  0.05
H (-0.28334, 0.08172, -4.45239)  -0.03
H (-1.28177, -1.28443, -4.94066)  0.04
O (0.12064, 0.98516, -0.87547)  -0.28
C (-0.04820, 2.09275, -1.75470)  -0.50
C (0.42582, 3.35599, -1.05419)  -0.46
C (1.50178, 4.13311, -1.37488)  -0.11
C (1.69315, 5.21812, -0.47819)  -0.15
C (0.75317, 5.24416, 0.50462)  -0.37
S (-0.36816, 3.96767, 0.34250)  1.10
C (0.77845, 1.87320, -3.00940)  -0.49
C (1.87479, 1.08443, -3.18065)  -0.13
C (2.42901, 1.18915, -4.48706)  -0.16
C (1.73548, 2.05409, -5.27349)  -0.38
S (0.40624, 2.74003, -4.44659)  1.10
C (-1.51017, 2.22784, -2.14314)  -0.48
C (-2.21681, 3.38908, -2.29566)  -0.14
C (-3.48447, 3.19325, -2.90451)  -0.17
C (-3.70809, 1.88711, -3.21529)  -0.38
S (-2.39228, 0.89478, -2.77496)  1.09
H (2.13649, 3.93907, -2.22759)  0.12
H (2.48598, 5.94516, -0.56887)  0.11
H (0.64885, 5.95844, 1.30549)  0.07
H (2.27443, 0.43464, -2.41775)  0.10
H (3.29838, 0.64163, -4.82004)  0.11
H (1.92609, 2.31770, -6.30112)  0.07
H (-1.83307, 4.35769, -2.01270)  0.11
H (-4.18816, 3.98754, -3.10407)  0.11
H (-4.58622, 1.45389, -3.66706)  0.08

Below is a molecular structure, C41H41BO2P2V, with properties calculated with the ωB97M-V functional and the def2-TZVPD basis.

**E**: -92200.377 eV
**Gap between HOMO and LUMO (spin up / spin down)**: 6.148 / 3.628 eV
**Net charge**: +2
**Spin multiplicity**: 2
**<S²>**: 0.76

Each line ends with the Löwdin charge.
Cartesian coordinates (Å):
V (-1.41285, 1.18679, -2.77387)  0.80
C (-2.84948, 1.29576, -4.01196)  -0.25
C (-2.45330, -0.11200, -3.71866)  -0.24
C (-1.50920, -0.82244, -4.64486)  -0.18
C (-0.10402, -0.16523, -4.76179)  -0.17
C (0.22838, 0.81448, -3.66452)  -0.25
C (-0.18463, 2.24378, -3.76595)  -0.25
C (-0.95080, 2.75169, -4.95605)  -0.17
C (-2.29495, 2.00970, -5.21358)  -0.16
C (1.07037, 1.09763, 3.17400)  0.00
H (-3.87406, 1.57094, -3.74562)  0.13
H (-3.22294, -0.74765, -3.27340)  0.13
H (-1.93061, -0.91995, -5.66035)  0.13
H (-1.37363, -1.86506, -4.31246)  0.11
H (0.63127, -0.98855, -4.71551)  0.12
H (0.03794, 0.28568, -5.76453)  0.13
H (1.17142, 0.61005, -3.14100)  0.09
H (0.52038, 2.95575, -3.32831)  0.13
H (-0.33524, 2.71477, -5.87315)  0.13
H (-1.18637, 3.82510, -4.81749)  0.12
H (-3.02261, 2.77575, -5.53000)  0.13
H (-2.20979, 1.34623, -6.08771)  0.12
H (1.59632, 2.00427, 3.50078)  0.09
H (0.64645, 1.30128, 2.18169)  0.02
H (1.78454, 0.27076, 3.10520)  0.05
P (-0.35523, -1.38681, 1.13598)  1.13
P (2.42152, -0.07203, 0.28927)  1.16
C (0.57232, -1.93131, -0.33231)  -0.30
C (1.58425, -1.15793, -0.85333)  -0.29
C (-1.70242, -2.61136, 0.98015)  -0.42
C (-2.26574, -2.94366, -0.26310)  -0.12
C (-3.24813, -3.93460, -0.35061)  -0.05
C (-3.72987, -4.54571, 0.81493)  -0.05
C (-3.22274, -4.16415, 2.06469)  -0.05
C (-2.20771, -3.20940, 2.15273)  -0.08
C (-1.25234, 0.08728, 0.19804)  -0.26
C (-0.59299, 1.15230, -0.46065)  -0.12
C (-1.32553, 2.29447, -0.93177)  -0.13
C (-2.74470, 2.14184, -1.14935)  -0.10
C (-3.38253, 1.09958, -0.44158)  0.00
C (-2.64290, 0.16216, 0.28507)  -0.05
C (3.85420, -1.08519, 0.82023)  -0.32
C (3.59238, -2.38126, 1.31269)  -0.08
C (4.64713, -3.27148, 1.50527)  -0.04
C (5.96045, -2.85596, 1.25361)  -0.03
C (6.22765, -1.54425, 0.84188)  -0.04
C (5.17576, -0.65096, 0.61944)  -0.06
C (3.07140, 1.35954, -0.64231)  -0.38
C (2.91951, 2.60858, 0.00443)  -0.09
C (3.34445, 3.77563, -0.61590)  -0.05
C (3.91709, 3.71028, -1.89276)  -0.04
C (4.08425, 2.47528, -2.53482)  -0.05
C (3.65199, 1.29834, -1.91705)  -0.09
H (0.35512, -2.92065, -0.73257)  0.09
H (2.02651, -1.30657, -1.84186)  0.09
H (-1.93846, -2.42199, -1.16355)  0.10
H (-3.63690, -4.20081, -1.33412)  0.11
H (-4.49842, -5.31774, 0.73521)  0.12
H (-3.63395, -4.61516, 2.97309)  0.12
H (-1.81278, -2.90517, 3.12639)  0.10
H (0.50236, 1.22794, -0.39058)  0.06
H (-0.83347, 3.27033, -1.03998)  0.15
H (-3.31439, 2.93092, -1.66255)  0.14
H (-4.47194, 1.06904, -0.38547)  0.14
H (-3.17968, -0.54243, 0.92901)  0.13
H (2.55944, -2.69095, 1.48227)  0.10
H (4.43466, -4.28865, 1.84033)  0.12
H (6.77648, -3.57199, 1.37052)  0.13
H (7.25764, -1.22345, 0.67670)  0.12
H (5.38081, 0.36054, 0.26159)  0.11
H (2.46549, 2.64160, 0.99660)  0.10
H (3.22652, 4.73539, -0.10455)  0.12
H (4.22550, 4.62702, -2.39092)  0.12
H (4.55247, 2.42931, -3.52094)  0.12
H (3.77189, 0.33476, -2.41629)  0.12
O (-0.35229, -0.54033, 4.64315)  0.15
B (-0.06023, 0.74674, 4.15953)  -0.57
O (-0.91400, 1.70387, 4.72902)  0.19
C (-1.73373, 1.00632, 5.57739)  -0.19
C (-2.53607, 1.51166, 6.57970)  0.01
C (-2.97613, 0.61230, 7.56329)  -0.07
C (-2.63013, -0.73655, 7.51865)  -0.07
C (-1.83715, -1.25615, 6.48275)  0.00
C (-1.39180, -0.36932, 5.52545)  -0.20
H (-2.78777, 2.57076, 6.60033)  0.13
H (-3.60073, 0.98435, 8.37639)  0.11
H (-2.97198, -1.41012, 8.30480)  0.11
H (-1.54697, -2.30363, 6.43745)  0.12

<S²> of number 2 (C41H41BO2P2V)?
0.76